Entry from the Open Molecules 2025 dataset: an isolated ion of composition C5H12N2 and charge +1 at a distorted geometry (ωB97M-V with the def2-TZVPD basis set).

```
! RIJCOSX wB97M-V def2-TZVPD def2/J DEFGRID3
* xyz 1 2
N 0.22 1.09 3.44
N 0.56 -1.08 -2.14
C -0.09 -0.48 -1.16
C -0.07 1.51 2.09
C -0.36 0.29 1.17
C 0.46 -0.02 0.02
C -0.04 -1.30 -3.44
H -1.17 -0.55 -1.23
H -0.29 -0.52 1.91
H 0.27 1.87 4.08
H 1.35 -1.67 -1.93
H 0.23 -0.44 -4.05
H -1.43 0.18 0.95
H -0.28 0.31 3.83
H 1.53 0.16 0.02
H 0.46 -2.13 -3.94
H 0.74 2.13 1.71
H -1.11 -1.46 -3.40
H -0.99 2.10 2.07
*
```

E_HOMO (spin up / spin down) (eV): -12.36 / -12.34
Largest force on an atom (Eh/bohr): 0.03436
E (hartree): -306.89864
Energy relative to the best compared isomer or geometry (same formula, charge and spin) (eV): 1.431

Mulliken population analysis, charges in e, atoms 1 to 5:
1. N -0.572
2. N -0.082
3. C 0.075
4. C -0.258
5. C -0.630


Entry from the Open Molecules 2025 dataset: C5H12N2 as an isolated structure at a distorted geometry (ωB97M-V with the def2-TZVPD basis set).

```
! RIJCOSX wB97M-V def2-TZVPD def2/J DEFGRID3
* xyz 2 1
N 2.96 -0.96 -0.29
N 0.94 0.01 0.16
C -2.61 -0.03 -0.57
C 1.46 1.26 -0.36
C 1.79 -0.99 0.26
C -3.63 -0.49 -0.01
C -0.36 0.07 0.78
H 3.16 -0.32 -1.04
H -3.88 -0.56 1.07
H 3.65 -1.61 0.03
H 1.59 1.07 -1.35
H 0.85 2.13 -0.12
H -0.76 -0.76 1.33
H 2.24 1.60 0.28
H 1.52 -1.92 0.87
H -2.46 0.18 -1.66
H -1.34 0.27 -0.02
H -0.44 0.85 1.70
H -4.51 -0.70 -0.71
*
```

E_HOMO (eV): -19.35
Largest force on an atom (Eh/bohr): 0.07834
E (hartree): -306.38635
Energy relative to the best compared isomer or geometry (same formula, charge and spin) (eV): 5.022

Mulliken population analysis, charges in e, atoms 1 to 5:
1. N -0.227
2. N 0.086
3. C -0.140
4. C -1.359
5. C 0.351


Entry from the Open Molecules 2025 dataset: one molecule with the formula C5H12N2O at a distorted geometry (ωB97M-V with the def2-TZVPD basis set).

```
! RIJCOSX wB97M-V def2-TZVPD def2/J DEFGRID3
* xyz 0 1
O 1.52 -0.25 2.43
N -0.57 0.39 -1.47
N -1.16 2.72 -0.88
C 0.96 -2.04 0.99
C 0.10 0.07 -0.22
C -0.56 1.79 -1.83
C -0.21 -1.36 0.23
C 1.20 -1.41 2.31
H -1.07 -1.34 0.91
H -0.17 0.74 0.61
H -0.48 3.24 -0.35
H 0.68 -3.08 1.08
H -1.08 1.91 -2.78
H -1.76 2.24 -0.22
H 1.05 -2.04 3.21
H 1.84 -1.93 0.36
H 1.17 0.27 -0.28
H 0.49 2.04 -2.01
H -1.52 0.02 -1.46
H -0.43 -1.99 -0.63
*
```

E_HOMO (eV): -8.83
Largest force on an atom (Eh/bohr): 0.02121
SMILES: NCNCCCC=O
E (hartree): -382.43146
Energy relative to the best compared isomer or geometry (same formula, charge and spin) (eV): 1.934

Mulliken population analysis, charges in e, atoms 1 to 5:
1. O -0.462
2. N -0.382
3. N -0.577
4. C -0.682
5. C -0.391


Entry from the Open Molecules 2025 dataset: one molecule with the formula C5H12N2O at a distorted geometry (ωB97M-V with the def2-TZVPD basis set).

```
! RIJCOSX wB97M-V def2-TZVPD def2/J DEFGRID3
* xyz 0 1
O 0.17 -2.71 -0.69
N 0.12 0.29 1.20
N 0.80 -2.27 1.43
C 0.42 -1.91 0.19
C -0.91 -0.15 -1.04
C 0.28 -0.40 -0.08
C -0.61 0.90 -2.09
C 0.50 1.68 1.29
H -1.28 -1.07 -1.47
H 0.32 0.79 -2.64
H 0.65 -3.19 1.79
H 1.49 1.80 1.75
H -0.17 2.28 1.90
H -1.77 0.24 -0.49
H 1.16 0.07 -0.54
H -0.78 0.11 1.61
H 0.53 2.22 0.34
H -1.38 0.97 -2.86
H 1.11 -1.59 2.11
H -0.67 1.92 -1.71
*
```

E_HOMO (eV): -8.70
Largest force on an atom (Eh/bohr): 0.02755
SMILES: CC[C@@H](NC)C(N)=O
E (hartree): -382.46261
Energy relative to the best compared isomer or geometry (same formula, charge and spin) (eV): 1.086

Mulliken population analysis, charges in e, atoms 1 to 5:
1. O -0.625
2. N -0.379
3. N -0.359
4. C 0.060
5. C -0.406


Entry from the Open Molecules 2025 dataset: one molecule with the formula C5H12N2O at a distorted geometry (ωB97M-V with the def2-TZVPD basis set).

```
! RIJCOSX wB97M-V def2-TZVPD def2/J DEFGRID3
* xyz 0 1
O -2.74 -1.68 -0.09
N 1.74 -0.77 1.61
N -0.54 -0.59 -0.45
C -2.49 -0.05 -1.88
C 1.16 0.46 1.08
C 2.03 0.96 -0.07
C -2.31 -0.82 -0.80
C -0.32 0.33 0.67
H -0.91 -0.04 1.51
H 3.03 1.16 0.30
H -0.71 1.31 0.38
H 1.19 1.19 1.90
H 1.81 -1.49 0.90
H 1.20 -1.13 2.39
H -0.31 -0.19 -1.41
H 2.10 0.22 -0.86
H -1.88 0.80 -2.13
H -3.48 -0.02 -2.31
H 1.62 1.88 -0.48
H -0.20 -1.52 -0.24
*
```

E_HOMO (eV): -7.99
Largest force on an atom (Eh/bohr): 0.04540
SMILES: C=C([O-])[NH2+]C[C@H](C)N
E (hartree): -382.40579
Energy relative to the best compared isomer or geometry (same formula, charge and spin) (eV): 2.632

Mulliken population analysis, charges in e, atoms 1 to 5:
1. O -0.563
2. N -0.648
3. N -0.338
4. C -1.143
5. C 0.395


Entry from the Open Molecules 2025 dataset: one molecule with the formula C5H12N2O at a distorted geometry (ωB97M-V with the def2-TZVPD basis set).

```
! RIJCOSX wB97M-V def2-TZVPD def2/J DEFGRID3
* xyz 0 1
O -0.05 3.53 -1.89
N -0.22 1.86 -0.40
N 1.33 -2.14 -0.30
C 0.64 0.02 0.84
C -0.42 0.37 -0.22
C -1.84 0.00 0.24
C 0.87 -1.59 0.94
C 0.00 2.33 -1.64
H 1.62 0.53 0.64
H -2.07 -0.82 -0.36
H 0.74 -2.88 -0.61
H 0.33 0.55 1.75
H 0.39 1.56 -2.42
H -0.72 2.41 0.28
H -2.45 0.76 0.23
H -1.88 -0.38 1.23
H 2.24 -2.45 -0.23
H 1.65 -1.71 1.77
H -0.12 -1.93 1.28
H -0.05 -0.02 -1.13
*
```

E_HOMO (eV): -9.15
Largest force on an atom (Eh/bohr): 0.10532
SMILES: C[C@H](CCN)NC=O
E (hartree): -382.42311
Energy relative to the best compared isomer or geometry (same formula, charge and spin) (eV): 2.161

Mulliken population analysis, charges in e, atoms 1 to 5:
1. O -0.574
2. N -0.184
3. N -0.471
4. C -1.002
5. C 0.189